[1]
{
  "formula": "C32H50MnN9O5P2S",
  "method": "the ωB97M-V functional and the def2-TZVPD basis",
  "de_lowest_ev": 0.000,
  "s2": 8.753,
  "e_lumo_ev": [-1.72, -1.72],
  "e_homo_ev": [-9.874, -10.569],
  "spin_multiplicity": 6,
  "charge": 1,
  "e_tot_ev": -118378.62248,
  "elements": ["H", "H", "H", "N", "H", "H", "N", "H", "H", "H", "N", "C", "H", "C", "H", "H", "H", "C", "C", "H", "C", "C", "C", "C", "C", "C", "H", "C", "H", "H", "C", "O", "P", "H", "H", "N", "O", "H", "S", "C", "C", "H", "C", "O", "H", "C", "N", "C", "C", "C", "H", "C", "H", "H", "C", "H", "H", "N", "C", "H", "C", "N", "C", "C", "H", "H", "H", "H", "H", "H", "H", "H", "C", "C", "P", "H", "H", "H", "H", "H", "N", "H", "H", "C", "N", "C", "H", "H", "C", "C", "C", "H", "H", "Mn", "H", "H", "H", "H", "O", "O"],
  "coordinates": [[-6.265, 1.237, 0.523], [2.638, -1.791, -4.254], [-7.810, -2.642, 1.439], [0.784, 1.870, 1.136], [-1.458, 1.693, 3.390], [-3.562, 0.177, -1.518], [-3.014, 0.323, -0.686], [-0.144, 1.146, -3.687], [-4.381, 5.876, 1.509], [-1.230, 2.400, 1.036], [1.864, -1.923, -1.704], [0.279, -1.563, 4.396], [5.406, 0.982, 1.314], [-6.090, 0.198, 0.771], [-1.240, 4.133, 2.761], [1.136, -5.486, -2.965], [0.809, 1.180, 1.884], [-3.600, 3.033, -0.161], [-1.788, -0.243, -0.544], [-8.179, -0.268, 0.854], [-0.224, -3.481, -0.429], [-2.369, 0.212, 1.512], [-3.586, 0.612, 0.621], [-0.279, 2.848, 1.324], [-4.592, -1.619, 1.223], [-4.311, 2.535, 2.075], [5.845, 1.069, -4.822], [1.862, -4.990, -3.601], [-3.593, 5.106, -0.706], [2.739, -1.649, -2.138], [6.184, 0.310, -2.841], [-2.358, 0.384, 2.731], [1.666, 1.120, -2.134], [2.226, 3.312, -1.256], [2.979, -3.286, -5.124], [-1.339, -4.254, -0.210], [-1.054, -0.623, -1.467], [-3.583, -2.002, 1.330], [1.600, -0.614, 3.704], [3.460, 0.789, -2.415], [-7.173, -0.652, 0.960], [7.238, 0.125, -3.001], [-5.671, -2.466, 1.415], [1.412, -0.677, 2.244], [2.095, 3.373, -3.021], [4.323, 1.108, 1.343], [-0.708, 2.337, 3.722], [-4.228, 4.821, 1.321], [0.882, 0.781, -3.750], [-4.792, -0.278, 0.903], [-5.504, -3.503, 1.674], [-4.493, 3.888, 2.318], [-4.858, 4.214, 3.283], [5.335, -1.662, 0.723], [1.376, -2.972, -2.255], [-0.125, 3.686, 0.641], [3.466, 1.498, -4.448], [1.828, -3.542, -3.419], [2.885, -2.845, -4.134], [1.696, 2.315, 1.148], [-6.967, -1.983, 1.284], [0.257, -3.605, -1.722], [-3.854, 2.096, 0.832], [4.252, 0.259, -1.380], [0.826, -0.295, -3.909], [3.977, 0.947, 2.365], [3.830, -2.493, 0.244], [0.347, -1.504, 5.479], [1.641, -5.233, -4.639], [-1.653, -4.311, 0.744], [1.372, 1.260, -4.598], [4.088, 2.129, 1.039], [4.056, 1.077, -3.644], [-0.418, 3.417, 2.731], [3.485, -0.100, 0.255], [-0.367, -4.019, -2.394], [-1.436, -5.113, -0.727], [0.498, 3.912, 3.054], [-0.665, -1.149, 4.041], [0.131, 1.710, 3.899], [-1.379, -0.289, 0.763], [3.974, -1.785, 1.858], [0.628, 3.305, -2.018], [4.248, -1.660, 0.809], [0.326, -2.708, 0.425], [5.403, 0.838, -3.861], [6.228, -0.373, -0.822], [2.851, -5.387, -3.352], [5.608, 0.029, -1.614], [1.657, 2.953, -2.114], [-3.788, 4.389, 0.081], [-4.528, 1.810, 2.848], [-3.240, 2.707, -1.128], [0.813, -0.523, -0.088], [-0.992, 2.727, 4.617], [3.855, -2.927, -3.628], [-0.113, -2.756, 1.339], [0.404, -2.595, 4.074], [2.845, -1.190, 4.138], [1.390, 0.768, 4.185]],
  "forces_ev_per_angstrom": [[0.009, 0.008, 0.004], [-0.003, 0.001, 0.006], [-0.001, 0.001, 0.000], [0.023, 0.037, 0.031], [-0.047, 0.010, -0.052], [-0.024, -0.007, 0.019], [-0.055, -0.071, 0.063], [-0.001, -0.012, 0.009], [0.000, 0.001, -0.002], [0.012, 0.004, 0.001], [-0.061, 0.021, -0.032], [-0.014, -0.012, 0.009], [-0.002, 0.002, -0.002], [-0.020, -0.002, -0.023], [-0.009, -0.009, -0.014], [-0.002, 0.007, 0.003], [-0.007, -0.003, -0.037], [0.014, 0.001, -0.004], [-0.071, 0.059, -0.204], [0.000, 0.000, 0.000], [0.051, -0.050, -0.007], [0.069, -0.073, -0.050], [-0.022, -0.062, 0.015], [-0.005, -0.019, -0.017], [0.005, 0.013, 0.011], [-0.010, -0.004, -0.013], [0.001, -0.001, 0.000], [0.005, -0.006, 0.007], [-0.001, 0.000, 0.000], [-0.003, -0.015, -0.005], [-0.012, 0.005, -0.015], [0.003, 0.020, 0.103], [-0.042, -0.009, 0.021], [-0.005, -0.007, 0.005], [-0.002, 0.000, -0.003], [-0.019, -0.016, -0.006], [-0.026, 0.006, -0.072], [-0.006, -0.001, 0.005], [0.192, -0.020, 0.052], [-0.020, 0.008, -0.013], [0.002, 0.013, -0.009], [0.000, 0.000, 0.000], [-0.017, -0.004, 0.000], [-0.194, -0.094, 0.004], [0.001, 0.000, 0.003], [-0.018, 0.015, 0.018], [-0.051, -0.054, 0.007], [-0.001, -0.006, 0.000], [0.003, 0.023, -0.012], [0.027, -0.015, 0.013], [-0.001, 0.000, 0.000], [0.000, -0.004, 0.003], [0.001, 0.000, 0.000], [0.003, -0.001, 0.018], [-0.013, 0.001, 0.056], [0.011, 0.004, 0.017], [-0.004, -0.002, 0.003], [0.005, -0.002, -0.021], [0.000, 0.000, 0.001], [-0.018, 0.028, 0.009], [0.016, -0.008, 0.008], [-0.023, 0.036, -0.034], [-0.004, 0.013, 0.017], [-0.006, -0.003, 0.005], [0.012, -0.002, 0.002], [-0.002, 0.011, 0.000], [0.004, 0.002, -0.013], [0.011, -0.001, 0.004], [-0.001, -0.004, -0.001], [-0.006, 0.010, -0.001], [-0.001, 0.006, 0.000], [-0.006, -0.004, -0.005], [0.000, 0.005, 0.000], [0.015, -0.018, 0.024], [-0.072, -0.086, -0.087], [-0.009, -0.001, 0.009], [0.019, -0.010, 0.006], [0.002, 0.008, -0.008], [-0.014, -0.029, -0.019], [0.109, 0.040, 0.010], [-0.118, 0.271, -0.069], [-0.007, -0.002, 0.003], [-0.002, -0.004, 0.001], [0.025, 0.035, -0.012], [-0.054, 0.270, 0.015], [0.008, -0.008, 0.014], [0.000, 0.000, -0.002], [0.002, 0.004, -0.003], [0.000, -0.009, 0.009], [0.016, 0.013, 0.011], [0.002, 0.004, 0.005], [0.002, 0.001, 0.001], [-0.004, -0.005, 0.001], [0.532, -0.279, 0.241], [0.013, 0.015, 0.001], [0.001, -0.002, -0.002], [0.029, -0.047, 0.003], [-0.012, 0.010, 0.001], [-0.014, 0.015, -0.007], [-0.096, 0.049, -0.029]]
}


[2]
{
  "formula": "C4H10N2O2",
  "method": "the ωB97M-V functional and the def2-TZVPD basis",
  "smiles": "CC(C)(/C=N/O)NO",
  "de_lowest_ev": 4.728,
  "e_lumo_ev": 0.80,
  "e_homo_ev": -9.108,
  "e_tot_ev": -11382.17513,
  "elements": ["N", "H", "C", "H", "O", "H", "C", "H", "H", "C", "H", "H", "O", "C", "H", "H", "H", "N"],
  "coordinates": [[-1.844, 0.163, -0.333], [1.358, -2.058, 0.372], [-0.939, -0.530, 0.217], [0.270, 0.724, -1.891], [-0.062, 2.232, 0.120], [1.940, 0.412, -1.412], [0.924, 0.032, -1.370], [2.435, -0.719, 0.794], [-0.962, 1.903, -0.096], [0.501, -0.098, 0.094], [0.877, -0.937, -1.860], [1.117, -1.165, 1.879], [-3.156, -0.224, -0.063], [1.410, -1.076, 0.834], [-1.177, -1.376, 0.862], [0.349, 1.149, 1.716], [-3.703, 0.360, -0.606], [0.661, 1.208, 0.743]],
  "forces_ev_per_angstrom": [[-0.264, 0.401, -0.515], [-0.025, -0.119, -0.009], [-0.522, -0.305, 0.235], [-0.003, 0.002, -0.065], [-0.213, 0.308, -0.153], [0.127, 0.027, -0.018], [-0.105, 0.046, 0.225], [0.082, 0.024, -0.024], [0.286, -0.140, 0.201], [0.124, 0.129, -0.392], [-0.010, -0.117, -0.070], [-0.024, -0.058, 0.150], [0.286, -0.333, 0.250], [-0.181, 0.253, -0.105], [-0.188, -0.060, 0.006], [-0.063, 0.040, -0.225], [0.337, -0.058, 0.068], [0.355, -0.041, 0.441]]
}


[3]
{
  "formula": "C22H30NO14PS2",
  "method": "the ωB97M-V functional and the def2-TZVPD basis",
  "smiles": "CCCO[C@@]1(P(C)C)OS(=O)(=O)O[C@@]1(S)C[C@@H](O)CN.O=C1C=C(O)C(=O)C=C1O.O=C1C=C(O)C(=O)C=C1O",
  "e_lumo_ev": -1.74,
  "e_homo_ev": -8.910,
  "e_tot_ev": -84412.58969,
  "elements": ["O", "H", "H", "H", "H", "O", "C", "H", "H", "O", "C", "O", "C", "O", "H", "O", "O", "C", "C", "C", "C", "C", "H", "C", "H", "C", "H", "H", "H", "O", "O", "H", "C", "H", "H", "P", "H", "H", "H", "S", "C", "H", "H", "H", "H", "H", "C", "C", "C", "C", "S", "C", "C", "H", "H", "C", "H", "C", "C", "H", "O", "H", "O", "H", "H", "N", "C", "O", "O", "O"],
  "coordinates": [[-0.918, -7.408, 4.683], [-2.479, 4.311, -1.850], [-3.358, -2.278, -0.460], [1.707, -0.109, -2.271], [-3.222, -1.761, 1.903], [2.214, -4.464, 1.627], [-3.193, -0.307, -1.241], [3.382, 2.661, -1.971], [-4.774, -0.117, -2.544], [-1.767, 0.518, 3.763], [0.854, -0.389, -1.654], [-1.007, -1.576, 2.718], [1.468, -5.182, 2.272], [-1.310, -7.534, 2.140], [1.755, -1.753, 1.678], [1.670, 3.573, -2.281], [0.283, -0.653, 4.549], [-0.152, -6.712, 4.042], [2.331, 4.474, -2.771], [0.434, -6.015, 1.706], [-2.799, -1.025, 1.216], [3.828, 4.241, -2.826], [-2.065, 2.601, -2.120], [2.202, -1.395, 0.754], [-5.258, -0.312, 0.019], [-1.811, 3.234, -0.061], [5.742, 4.973, -3.410], [-2.744, 2.745, 0.225], [3.226, -1.078, 0.946], [4.200, 3.088, -2.297], [-1.195, 1.015, 0.625], [-2.127, -0.358, -1.447], [4.674, 5.132, -3.364], [2.220, -2.226, 0.052], [-1.692, -7.916, 2.957], [1.296, 0.040, 0.072], [-1.738, 4.171, 0.489], [-3.378, -0.424, -3.273], [-3.051, -0.042, 1.613], [-0.612, -0.274, 3.520], [-3.532, -1.259, -0.112], [0.595, -1.426, -1.868], [1.018, -5.877, 5.678], [-3.381, 0.717, -0.896], [3.006, -3.967, 3.363], [0.725, 5.872, -3.231], [-1.288, -1.259, 1.319], [-0.333, -6.738, 2.535], [4.136, 6.361, -3.899], [0.891, -5.888, 4.605], [-0.845, -2.855, 0.555], [2.639, 6.603, -3.819], [-0.661, 2.319, 0.343], [-0.739, -2.395, -0.690], [-0.791, 3.784, -1.861], [1.792, 5.708, -3.285], [0.308, -6.026, 0.633], [-1.804, 3.505, -1.566], [1.658, -5.165, 3.776], [0.063, 2.244, -0.470], [-4.925, -1.205, 0.190], [0.021, 0.249, -1.955], [2.269, 7.764, -4.326], [3.090, 8.195, -4.642], [-0.134, 2.681, 1.228], [-3.928, -0.667, -2.458], [-0.342, 0.026, 1.027], [4.792, 7.245, -4.418], [2.638, -4.373, 4.173], [0.220, 0.359, 2.339]],
  "forces_ev_per_angstrom": [[-0.016, -0.026, 0.005], [-0.103, -0.073, 0.001], [0.038, 0.006, 0.007], [0.003, -0.044, -0.060], [-0.025, 0.021, -0.012], [0.091, -0.057, 0.000], [-0.114, -0.076, 0.020], [-0.049, 0.012, 0.003], [-0.103, -0.184, 0.089], [0.086, -0.044, 0.197], [-0.188, -0.078, -0.014], [-0.131, -0.124, -0.208], [-0.104, 0.030, -0.048], [-0.016, 0.004, -0.111], [0.016, 0.033, 0.076], [-0.045, -0.034, 0.040], [-0.156, 0.095, 0.127], [0.064, 0.052, 0.038], [-0.005, 0.030, -0.009], [0.027, -0.014, -0.077], [-0.052, 0.080, -0.020], [-0.021, 0.007, 0.028], [-0.054, 0.040, -0.045], [0.044, -0.195, -0.285], [0.152, -0.215, 0.156], [-0.018, -0.145, -0.201], [-0.005, -0.019, 0.007], [-0.038, 0.133, 0.175], [-0.019, -0.026, 0.081], [0.095, -0.002, -0.013], [-0.338, -0.012, -0.347], [0.163, -0.040, -0.002], [0.082, 0.025, -0.031], [-0.029, -0.072, 0.060], [0.017, 0.009, 0.057], [0.131, 0.251, 0.120], [-0.044, 0.004, 0.029], [0.006, -0.061, 0.013], [0.038, 0.008, -0.046], [0.144, 0.027, -0.023], [-0.053, 0.044, 0.172], [0.067, -0.037, 0.074], [0.010, 0.025, -0.004], [-0.016, 0.076, -0.042], [-0.020, -0.005, -0.052], [0.006, 0.019, -0.013], [0.133, 0.085, 0.191], [0.006, 0.011, 0.025], [0.043, -0.073, 0.034], [-0.024, -0.037, 0.085], [0.323, 0.062, 0.031], [0.023, -0.011, -0.005], [0.156, 0.072, 0.073], [-0.107, 0.055, -0.188], [-0.075, 0.074, -0.138], [-0.086, -0.018, 0.009], [-0.016, -0.015, 0.009], [0.230, -0.033, 0.126], [-0.009, 0.017, -0.022], [0.012, 0.081, 0.038], [-0.207, 0.199, -0.175], [0.008, 0.060, -0.055], [-0.107, 0.011, 0.004], [0.055, -0.021, 0.004], [-0.036, -0.038, 0.023], [0.190, 0.317, -0.132], [-0.106, -0.351, -0.005], [0.006, 0.028, -0.008], [0.008, -0.011, 0.100], [0.062, 0.087, 0.064]]
}